Entry 1:
DFT (wB97M-V/def2-TZVPD) results for a molecular structure, C44H65MoO6SSi2.

```
119
Properties=species:S:1:pos:R:3
Mo 0.222 -0.747 0.305
C -1.128 1.468 2.104
C -2.260 1.304 1.120
O -2.048 0.161 0.283
C -2.992 -0.916 0.405
C -2.446 -2.038 1.259
O -1.241 -2.419 0.593
C -0.630 -3.689 0.878
C 0.903 -3.635 1.045
O 1.481 -2.514 0.348
C 2.804 -2.158 0.771
C 3.154 -0.839 0.108
O 2.185 0.193 0.419
C 2.422 0.888 1.656
C 1.266 1.850 1.859
O 0.062 1.280 1.330
H -1.141 0.732 2.909
H -1.148 2.480 2.513
H -2.292 2.170 0.460
H -3.212 1.224 1.647
H -3.147 -1.286 -0.607
H -3.940 -0.546 0.797
H -3.151 -2.872 1.275
H -2.204 -1.722 2.277
H -0.887 -4.357 0.055
H -1.049 -4.088 1.802
H 1.328 -4.541 0.607
H 1.168 -3.559 2.096
H 3.505 -2.927 0.437
H 2.816 -2.081 1.861
H 3.130 -0.940 -0.973
H 4.144 -0.507 0.422
H 3.357 1.444 1.566
H 2.482 0.166 2.469
H 1.445 2.790 1.337
H 1.144 2.048 2.924
C -4.006 -3.056 -4.200
C -3.733 -3.527 -2.924
C -2.572 -3.128 -2.271
C -1.656 -2.255 -2.866
C -1.949 -1.811 -4.161
C -3.107 -2.199 -4.819
Si -0.006 -1.750 -2.094
C 1.181 -3.172 -2.465
C 2.524 -2.914 -2.759
C 3.439 -3.943 -2.937
C 3.026 -5.265 -2.827
C 1.693 -5.545 -2.568
C 0.783 -4.508 -2.396
H -4.909 -3.363 -4.711
H -4.419 -4.209 -2.437
H -2.385 -3.518 -1.277
H -1.254 -1.153 -4.669
H -3.305 -1.836 -5.819
H 0.491 -0.610 -2.931
H 2.856 -1.888 -2.889
H 4.470 -3.716 -3.181
H 3.735 -6.070 -2.971
H 1.356 -6.573 -2.517
H -0.264 -4.750 -2.232
C -1.123 -1.879 11.480
C -0.932 -1.847 9.988
O -1.666 -1.292 9.221
S 0.551 -2.722 9.463
C 0.502 -2.371 7.727
C -0.387 -3.047 6.901
C -0.437 -2.754 5.550
C 0.411 -1.789 5.000
C 1.311 -1.127 5.837
C 1.352 -1.412 7.192
C 0.348 -1.480 3.596
C 0.292 -1.225 2.406
H -2.187 -1.933 11.700
H -0.733 -0.948 11.893
H -0.596 -2.712 11.942
H -1.048 -3.793 7.323
H -1.141 -3.270 4.910
H 1.974 -0.378 5.422
H 2.041 -0.886 7.839
C -0.649 4.588 -0.028
C 0.259 4.730 -1.260
C -0.154 5.996 -2.026
C 1.686 4.938 -0.730
Si 0.139 3.142 -2.365
C 1.686 2.903 -3.507
C 1.455 1.841 -4.591
C 2.874 2.408 -2.665
C 2.082 4.211 -4.213
C -1.543 3.006 -3.302
C -2.727 3.459 -2.439
C -1.803 1.537 -3.659
C -1.555 3.850 -4.587
H -0.501 5.444 0.639
H -0.411 3.680 0.534
H -1.707 4.555 -0.286
H -0.018 6.873 -1.384
H -1.203 5.973 -2.323
H 0.447 6.150 -2.923
H 1.678 5.720 0.037
H 2.377 5.258 -1.509
H 2.096 4.032 -0.276
H 1.158 0.880 -4.170
H 2.394 1.686 -5.133
H 0.709 2.143 -5.324
H 2.636 1.458 -2.177
H 3.174 3.120 -1.898
H 3.739 2.244 -3.318
H 1.263 4.625 -4.804
H 2.912 4.011 -4.901
H 2.418 4.978 -3.517
H -2.780 2.905 -1.499
H -3.658 3.262 -2.983
H -2.706 4.526 -2.215
H -1.846 0.909 -2.764
H -1.041 1.126 -4.318
H -2.768 1.448 -4.172
H -1.404 4.912 -4.385
H -2.529 3.746 -5.078
H -0.799 3.533 -5.303
```

Output
Expectation value of S²: 2.065
HOMO level (spin up / spin down) (hartree): -0.3253 / -0.3518
Gap between HOMO and LUMO (spin up / spin down) (eV): 6.400 / 6.673
Total energy (eV): -87402.63182
Molar mass (g mol⁻¹): 874.2
Charge: +1
2S+1: 3

Here are the Löwdin charges for atoms 1 to 4, given in e: atom 1 (Mo): 1.3978, atom 2 (C): -0.1501, atom 3 (C): -0.1335, atom 4 (O): -0.2256

***

Entry 2:
DFT (wB97M-V/def2-TZVPD) results for 17 unconnected molecules or ions with the total composition C19H72N14O17.

```
122
Properties=species:S:1:pos:R:3
C -1.255 0.438 -4.104
C 0.116 0.508 -4.721
O 1.083 0.401 -3.655
H -1.369 1.057 -3.260
H -1.470 -0.575 -3.742
H -2.029 0.656 -4.769
H 0.275 1.536 -5.155
H 0.312 -0.267 -5.501
H 1.770 -0.247 -4.000
C -0.545 -1.272 0.279
C -0.150 -0.060 -0.564
O 0.987 0.474 0.051
H -1.420 -1.726 -0.196
H -0.865 -1.072 1.308
H 0.152 -2.043 0.233
H -0.897 0.696 -0.471
H 0.028 -0.336 -1.584
H 1.482 1.022 -0.599
C -0.051 3.096 2.699
O -0.963 3.734 3.443
N 1.248 3.279 2.668
N -0.428 2.248 1.741
H 1.692 3.865 3.399
H 1.813 3.046 1.852
H -1.449 1.981 1.917
H 0.123 1.617 1.180
C 1.703 -4.311 3.831
O 2.107 -3.808 5.044
N 1.655 -3.532 2.782
N 1.678 -5.567 3.663
H 1.897 -2.474 2.868
H 1.264 -3.774 1.858
H 1.515 -6.064 4.606
H 1.050 -5.915 2.935
C -2.403 4.708 0.378
O -3.209 5.365 -0.571
N -2.908 4.314 1.496
N -1.244 4.131 0.021
H -3.904 4.537 1.582
H -2.221 3.923 2.175
H -0.826 4.340 -0.930
H -0.750 3.371 0.627
C -0.135 3.646 -2.873
O -1.042 3.429 -3.846
N 0.669 2.719 -2.451
N -0.011 4.793 -2.189
H 0.681 1.794 -2.958
H 1.261 2.861 -1.610
H -0.449 5.664 -2.573
H 0.864 4.891 -1.639
C 3.267 -2.766 -0.269
O 2.387 -3.799 -0.170
N 2.969 -1.524 -0.077
N 4.536 -2.927 -0.083
H 2.044 -1.156 -0.242
H 3.662 -0.841 -0.400
H 4.916 -3.819 -0.409
H 5.306 -2.205 -0.128
C 2.598 -0.177 3.280
O 2.862 0.070 4.615
N 2.947 -1.226 2.640
N 1.883 0.588 2.541
H 3.680 -1.660 3.174
H 3.033 -1.307 1.610
H 1.729 1.540 2.855
H 1.628 0.438 1.581
C -3.330 0.493 1.937
O -3.432 -0.704 2.643
N -3.091 1.689 2.450
N -3.783 0.508 0.686
H -2.808 1.585 3.480
H -3.398 2.564 2.030
H -3.997 -0.433 0.284
H -3.593 1.258 0.011
C -0.712 -1.379 4.182
O -0.570 -0.148 3.459
H -1.340 -1.193 5.066
H 0.346 -1.669 4.412
H -1.070 -2.222 3.647
H 0.297 -0.036 3.055
C -2.446 -3.794 1.916
O -2.877 -4.942 1.240
H -2.876 -3.634 2.881
H -2.804 -2.942 1.248
H -1.372 -3.642 1.874
H -3.803 -4.883 1.190
C -1.958 -3.939 -1.874
O -0.780 -4.064 -1.097
H -2.072 -4.729 -2.658
H -1.845 -3.021 -2.394
H -2.821 -3.868 -1.175
H -0.623 -3.211 -0.681
C 1.163 -2.529 -2.866
O 2.303 -2.131 -3.626
H 0.221 -2.584 -3.434
H 0.958 -1.911 -2.030
H 1.186 -3.572 -2.523
H 2.344 -2.659 -4.474
C -3.491 -0.895 -1.995
O -4.100 -1.817 -1.104
H -2.613 -0.452 -1.554
H -4.239 -0.163 -2.125
H -3.151 -1.393 -2.945
H -4.714 -2.448 -1.616
C -3.701 2.739 -2.221
O -2.895 2.281 -1.132
H -3.895 2.023 -2.980
H -3.255 3.621 -2.493
H -4.649 3.124 -1.819
H -2.425 3.039 -0.774
C 3.897 0.762 -2.038
O 4.909 0.271 -1.110
H 4.089 1.671 -2.554
H 2.874 0.778 -1.659
H 3.734 0.061 -2.874
H 5.796 0.282 -1.572
C 3.775 2.864 1.017
O 2.600 2.995 0.316
H 3.667 2.267 1.866
H 4.200 3.847 1.200
H 4.549 2.305 0.427
H 2.744 3.652 -0.308
```

Output
HOMO level (hartree): -0.2972
Gap between HOMO and LUMO (eV): 7.094
Total energy (eV): -76532.61829
Molar mass (g mol⁻¹): 768.9
Relative energy (zero: lowest compared OMol25 entry of this formula, charge and spin) (kcal per mole): 70.3
Charge: 0
2S+1: 1

Here are the Löwdin charges for atoms 1 to 4, given in e: atom 1 (C): -0.0821, atom 2 (C): -0.2480, atom 3 (O): -0.1769, atom 4 (H): 0.0369

***

Entry 3:
DFT (wB97M-V/def2-TZVPD) results for a molecular structure, C7H22AuN3Sb.

```
34
Properties=species:S:1:pos:R:3
Au 0.036 -0.421 -0.989
N -1.752 -2.010 -0.669
C -1.692 -2.639 0.650
C -1.258 -1.635 1.721
N 0.012 -0.989 1.422
C 1.222 -1.740 1.728
C 1.628 -2.714 0.619
N 1.795 -2.019 -0.655
H -1.828 -2.720 -1.389
H -2.578 -1.426 -0.738
H -2.661 -3.053 0.953
H -0.984 -3.462 0.600
H -2.018 -0.852 1.770
H -1.235 -2.161 2.685
H 0.047 -0.097 1.904
H 2.034 -1.020 1.845
H 1.124 -2.309 2.662
H 2.547 -3.218 0.939
H 0.863 -3.474 0.481
H 2.636 -1.452 -0.635
H 1.904 -2.692 -1.406
C 0.013 3.452 -2.943
Sb 0.011 2.153 -1.235
C -1.558 3.061 -0.104
C 1.580 3.062 -0.107
H 0.014 4.483 -2.602
H -0.870 3.274 -3.546
H 0.897 3.272 -3.544
H -1.435 4.139 -0.132
H -1.495 2.730 0.926
H -2.531 2.803 -0.501
H 1.459 4.139 -0.135
H 2.553 2.802 -0.504
H 1.519 2.731 0.924
```

Output
HOMO level (hartree): -0.4267
Gap between HOMO and LUMO (eV): 9.286
Total energy (eV): -22310.39801
Molar mass (g mol⁻¹): 467.0
Relative energy (zero: lowest compared OMol25 entry of this formula, charge and spin) (kcal per mole): 6.6
Charge: +1
2S+1: 1

Here are the natural (NBO) charges for atoms 1 to 4, given in e: atom 1 (Au): 0.5183, atom 2 (N): -0.8809, atom 3 (C): -0.2324, atom 4 (C): -0.2345

***

Entry 4:
DFT (wB97M-V/def2-TZVPD) results for a molecular structure, C40H48N3O3SiTi.

```
96
Properties=species:S:1:pos:R:3
Ti -0.633 1.004 1.258
C -0.639 3.319 1.807
C -1.968 2.852 1.974
C -1.966 1.891 3.025
C -0.634 1.743 3.480
C 0.187 2.636 2.730
C 1.620 2.930 3.056
C -0.135 0.905 4.619
C -3.239 1.393 3.644
C -3.209 3.512 1.454
C -0.237 4.457 0.922
H 2.105 3.520 2.281
H 2.213 2.028 3.203
H 1.664 3.504 3.985
H 0.399 0.013 4.284
H -0.954 0.571 5.254
H 0.549 1.487 5.238
H -3.783 0.693 3.009
H -3.895 2.246 3.826
H -3.066 0.912 4.605
H -2.974 4.284 0.726
H -3.726 3.996 2.287
H -3.914 2.815 1.000
H 0.844 4.519 0.815
H -0.584 5.398 1.357
H -0.674 4.374 -0.073
C -0.401 -3.782 -3.357
O 0.432 -2.876 -2.643
C 1.718 -3.244 -2.395
C 2.296 -4.412 -2.881
C 3.627 -4.701 -2.620
C 4.401 -3.834 -1.868
C 3.823 -2.678 -1.371
C 2.491 -2.375 -1.620
N 2.019 -1.122 -1.124
C 1.018 -0.871 -0.259
N -0.036 -1.679 -0.230
C -0.889 -1.922 0.871
C -1.251 -0.945 1.802
C -1.951 -1.413 2.928
C -2.349 -2.726 3.057
C -2.061 -3.658 2.063
C -1.318 -3.259 0.972
O -0.926 -4.080 -0.046
C -1.246 -5.459 0.065
N 1.077 0.204 0.547
C 2.355 0.831 0.688
C 3.345 0.242 1.462
C 4.588 0.842 1.597
C 4.836 2.043 0.951
C 3.854 2.651 0.180
C 2.606 2.050 0.049
O 1.564 2.583 -0.642
C 1.820 3.712 -1.470
H -1.392 -3.340 -3.345
H -0.421 -4.758 -2.867
H -0.057 -3.885 -4.387
H 1.715 -5.090 -3.489
H 4.056 -5.611 -3.017
H 5.439 -4.051 -1.665
H 4.407 -1.989 -0.771
H 2.720 -0.397 -1.147
H -0.078 -2.353 -0.995
H -2.197 -0.735 3.726
H -2.896 -3.042 3.936
H -2.394 -4.679 2.166
H -0.796 -5.944 -0.797
H -2.327 -5.611 0.046
H -0.827 -5.885 0.978
H 3.123 -0.696 1.956
H 5.353 0.376 2.202
H 5.800 2.522 1.048
H 4.061 3.593 -0.307
H 0.898 3.896 -2.014
H 2.626 3.499 -2.176
H 2.073 4.591 -0.875
C -3.674 0.368 -0.428
Si -2.066 1.239 -0.911
C -2.465 2.907 -1.697
C -1.360 0.334 -2.422
C -2.210 -0.444 -3.215
C -1.817 -0.900 -4.467
C -0.552 -0.601 -4.952
C 0.312 0.159 -4.179
C -0.095 0.623 -2.936
H -4.495 0.658 -1.089
H -3.975 0.597 0.596
H -3.551 -0.716 -0.481
H -2.949 2.678 -2.651
H -1.563 3.474 -1.933
H -3.137 3.544 -1.126
H -3.211 -0.679 -2.870
H -2.506 -1.479 -5.070
H -0.248 -0.947 -5.932
H 1.299 0.404 -4.553
H 0.583 1.242 -2.360
```

Output
HOMO level (hartree): -0.3879
Gap between HOMO and LUMO (eV): 7.826
Total energy (eV): -83860.92753
Molar mass (g mol⁻¹): 694.8
Charge: +1
2S+1: 1

Here are the Löwdin charges for atoms 1 to 4, given in e: atom 1 (Ti): 0.9765, atom 2 (C): -0.2620, atom 3 (C): -0.2891, atom 4 (C): -0.2676

***

> Number 3 is which compound?

C7H22AuN3Sb